The following is a quantum chemistry calculation of a structure of composition C13H13BrN2O3S2 at a distorted geometry, from the Open Molecules 2025 dataset.

HOMO level: -9.503 eV
Kohn-Sham gap: 9.53 eV
lowest unoccupied orbital energy: 0.03 eV
net charge: 0

XYZ file:
```
34
C13H13BrN2O3S2 (ωB97M-V/def2-TZVPD)
N 1.586 -1.513 -2.403
S -0.135 -2.027 -2.645
O -0.215 -3.504 -2.853
O -0.599 -1.113 -3.752
C -0.976 -1.283 -1.063
C -1.325 -0.073 -1.056
C -1.694 0.382 0.206
C -1.889 -0.468 1.178
C -1.311 -1.729 1.052
C -0.783 -2.239 -0.041
H -0.280 -3.275 -0.403
H -1.229 -2.354 1.838
C -2.238 0.165 2.725
H -2.550 -0.765 3.168
H -2.917 0.955 2.461
C -0.660 0.569 3.262
N 0.023 1.330 2.471
C 1.036 0.704 1.606
O 1.349 -0.517 1.810
C 1.495 1.342 0.312
C 2.285 1.014 -0.551
C 2.685 1.750 -1.761
C 1.662 2.710 -1.757
S 0.769 2.769 -0.309
Br 1.202 4.082 -3.190
H 3.171 1.504 -2.423
H 2.928 0.161 -0.145
H -0.457 2.034 1.813
H -0.063 -0.278 3.546
H -0.959 1.113 4.186
H -2.364 1.227 0.076
H -1.542 0.536 -2.027
H 2.094 -2.279 -2.156
H 1.902 -0.932 -3.175
```

***

The following is a quantum chemistry calculation of a cluster of 3 separate species, C13H13IO9P2 in total at a distorted geometry, from the Open Molecules 2025 dataset.

HOMO level: -8.610 eV
SMILES string: O=C1C=C(O)C(=O)C=C1O.O=C1C=C(O)C(=O)C=C1O.CP(O)#[PH]I
Kohn-Sham gap: 7.07 eV
lowest unoccupied orbital energy: -1.54 eV
net charge: 0
energy relative to the best compared isomer or geometry (same formula, charge and spin): 0.0 kcal per mole

XYZ file:
```
38
C13H13IO9P2 (ωB97M-V/def2-TZVPD)
O -2.793 0.339 -4.149
C -2.735 -0.141 -3.032
C -1.549 -0.065 -2.190
C -1.552 -0.631 -0.976
O -0.494 -0.588 -0.160
C -2.754 -1.354 -0.447
O -2.665 -1.854 0.656
C -3.949 -1.412 -1.276
C -3.949 -0.844 -2.489
O -5.016 -0.865 -3.287
H -0.689 0.457 -2.585
H -0.767 -1.076 0.650
H -4.814 -1.922 -0.875
H -4.751 -0.389 -4.099
O 5.046 2.415 -2.061
C 3.992 2.566 -1.468
C 3.179 1.460 -0.989
C 2.021 1.700 -0.357
O 1.241 0.722 0.100
C 1.525 3.100 -0.126
O 0.456 3.251 0.438
C 2.351 4.206 -0.584
C 3.509 3.965 -1.212
O 4.301 4.944 -1.649
H 3.546 0.458 -1.164
H 0.473 1.165 0.509
H 1.992 5.209 -0.397
H 5.066 4.501 -2.065
C 1.207 -3.605 3.799
P 0.110 -2.142 4.126
O 0.058 -1.181 2.750
P -1.823 -3.111 4.343
I -2.121 -4.538 2.357
H 0.632 -4.527 3.976
H 1.532 -3.629 2.750
H 2.063 -3.617 4.480
H 0.942 -0.844 2.528
H -2.821 -2.121 4.178
```

***

The following is a quantum chemistry calculation of a structure of composition C13H13MnN8S3 at a distorted geometry, from the Open Molecules 2025 dataset.

HOMO level (alpha / beta): -13.895 / -13.873 eV
Kohn-Sham gap (alpha / beta): 5.09 / 6.36 eV
lowest unoccupied orbital energy (alpha / beta): -8.81 / -7.51 eV
spin multiplicity: 5
net charge: +2

XYZ file:
```
38
C13H13MnN8S3 (ωB97M-V/def2-TZVPD)
Mn -0.191 0.679 0.045
N -3.008 3.715 1.686
C -2.237 2.694 1.287
S -1.172 2.838 0.013
N -2.472 1.518 1.974
N -1.675 0.532 1.525
C -1.885 -0.659 2.101
C -1.209 -1.744 1.469
C -1.242 -3.110 1.915
C -0.604 -4.095 1.199
C 0.009 -3.734 0.008
C 0.070 -2.429 -0.335
N -0.479 -1.437 0.353
H -3.076 4.627 1.192
H -3.398 3.749 2.616
H -2.579 -0.760 2.873
H -1.702 -3.294 2.897
H -0.392 -5.077 1.596
H 0.528 -4.472 -0.629
H 0.633 -2.126 -1.232
N 2.301 1.130 2.428
C 2.612 1.011 1.149
N 1.778 0.763 0.125
C 2.467 0.756 -1.126
C 3.854 0.937 -0.982
S 4.285 1.070 0.684
C 1.583 0.599 -2.256
C 1.862 0.283 -3.591
S 0.450 -0.064 -4.496
C -0.525 0.392 -3.085
N 0.175 0.678 -2.015
N -1.865 0.564 -3.102
H 1.354 0.837 2.694
H 3.101 1.000 3.087
H 4.547 1.127 -1.782
H 2.804 0.232 -4.061
H -2.420 0.163 -3.900
H -2.282 1.111 -2.323
```